ORCA calculation (wB97M-V/def2-TZVPD) on a 2-piece molecular cluster, C3H3NO overall at a distorted geometry.

Its SMILES is C=C=O.C#N. As for the total energy: -246.0482 Eh. Its net charge is 0. For the HOMO energy, the calculation gives -0.34383 Ha. The value obtained for the relative energy (zero: lowest compared OMol25 entry of this formula, charge and spin) is 1.180 eV. The largest force on an atom comes out at 1.179 eV/A. The value obtained for the lowest unoccupied orbital energy is 0.89 eV.

Last column: natural (NBO) charge in e.
Geometry (Å):
H -1.044 -2.376 0.412  0.26
N 1.974 0.695 -0.416  -0.32
O -1.664 0.733 0.252  -0.49
H 0.499 -1.481 -0.217  0.28
C -1.140 -0.312 0.194  0.73
C -0.531 -1.470 0.122  -0.79
C 1.317 1.622 -0.214  0.08
H 0.688 2.468 -0.022  0.24